# 1
# C16H29MoN3P2

A structure of composition C16H29MoN3P2 (ωB97M-V/def2-TZVPD, the OMol25 dataset).

Geometry as ORCA input:
```
! RIJCOSX wB97M-V def2-TZVPD def2/J DEFGRID3
* xyz 2 3
H 0.71 -2.53 2.48
C -1.29 3.02 0.59
H 0.58 -1.27 7.25
H -1.68 1.86 5.18
H 0.90 -2.18 5.26
H 1.51 -2.80 0.53
H 1.20 3.68 -0.45
C -0.98 2.37 9.72
H -0.68 -0.09 -1.12
H 0.39 0.03 -1.15
N -0.18 -0.30 4.77
H -2.37 2.80 0.53
P -0.35 1.88 -0.50
H -1.98 3.06 7.36
H -0.47 3.71 -2.12
H 0.22 -2.04 -3.16
H -0.01 2.10 -2.86
C 0.40 -1.73 3.16
C 1.17 -2.83 -0.52
P -0.44 -2.03 -0.87
C -1.42 2.12 7.32
H -0.57 -3.59 -2.63
C -0.85 1.59 8.50
C -0.53 0.22 3.61
C 0.02 -0.31 7.27
C -1.23 1.44 6.09
H -1.06 4.04 0.24
C -0.47 0.25 6.05
H 1.95 -2.39 -1.15
C -0.62 -2.49 -2.60
H -1.57 -2.10 -2.97
H 0.29 -0.06 9.40
C -0.15 0.36 8.46
H -2.60 -2.79 -0.12
H -1.36 -4.12 -0.34
C -0.69 2.61 -2.16
H 1.64 2.49 0.83
C 0.50 -1.54 4.52
H -1.73 2.39 -2.41
H -1.35 -3.08 1.13
C 1.32 2.61 -0.22
N -1.09 3.03 10.70
H 2.07 2.16 -0.87
H 0.97 -3.86 -0.81
H 3.37 -0.23 0.50
H 3.43 0.07 -0.41
H -0.96 2.90 1.63
C -1.57 -3.12 0.06
N -0.28 -0.66 2.59
H -0.97 1.18 3.46
Mo -0.58 -0.23 0.45
*
```

Computed properties:
Energy above the lowest of the compared OMol25 structures with the same formula, charge and spin: 125.8 kJ/mol
Frontier orbital gap (alpha / beta): 7.119 / 6.856 eV
Energy: -41945.72961 eV
HOMO energy (alpha / beta): -14.2204 / -14.2308 eV

***

# 2
# C16H29N2O

A structure of composition C16H29N2O (ωB97M-V/def2-TZVPD, the OMol25 dataset).

Geometry as ORCA input:
```
! RIJCOSX wB97M-V def2-TZVPD def2/J DEFGRID3
* xyz 1 1
C 2.31 -0.16 2.49
H -1.52 -2.67 2.63
C -2.46 0.96 -2.28
H -4.52 -1.57 2.75
H -3.97 2.29 0.61
H -1.49 1.45 -2.41
N -2.13 1.40 0.32
H -2.93 -2.39 3.67
H -2.26 1.16 2.55
H -2.89 5.25 1.60
H -3.22 1.71 -2.57
H -0.13 2.23 2.24
C -4.06 -0.68 2.30
H -3.79 6.02 0.30
H 5.28 -1.07 3.43
H -1.41 -1.46 3.96
C 1.64 1.09 2.63
H -2.00 4.30 -0.53
H -0.27 -1.98 1.19
H 3.89 -2.17 3.63
C -0.42 0.09 1.86
H -4.37 0.19 2.89
N -2.61 -0.85 2.24
H -2.65 2.95 1.63
C 0.25 -1.12 1.61
O 3.59 -0.18 2.96
H -1.74 -0.87 -3.34
C -2.68 0.54 -0.80
H -3.63 3.94 -1.07
H -3.52 -0.77 -3.24
H -1.14 1.61 0.16
C 1.59 -1.27 1.95
C -2.99 3.99 -0.18
H 2.11 -2.23 1.83
C 4.35 -1.40 2.99
H 4.52 -1.78 1.97
H -3.76 0.60 -0.63
C -2.94 2.67 0.62
C -2.07 -1.90 3.19
C -1.88 0.30 1.92
C 0.34 1.22 2.20
C -2.60 -0.17 -3.34
H -4.52 4.70 1.23
C -3.58 5.05 0.77
H -4.46 -0.57 1.28
H -2.62 0.28 -4.35
H 2.21 1.91 3.09
H -2.30 -0.47 -0.60
*
```

Computed properties:
Energy above the lowest of the compared OMol25 structures with the same formula, charge and spin: 125.1 kJ/mol
Frontier orbital gap: 8.561 eV
Energy: -22081.81948 eV
HOMO energy: -11.6038 eV

***

# 3
# C16H29N3O2

An isolated molecule of C16H29N3O2 (ωB97M-V/def2-TZVPD, the OMol25 dataset).

Geometry as ORCA input:
```
! RIJCOSX wB97M-V def2-TZVPD def2/J DEFGRID3
* xyz 0 1
H 1.63 -3.82 -0.83
O 1.58 -0.83 3.59
C -2.62 3.70 0.42
H -2.71 2.91 -0.32
N 1.63 -3.20 1.13
N 1.53 0.53 3.58
H -3.36 3.52 1.20
H -0.22 -2.96 2.02
C 0.82 -2.71 2.22
C -1.09 4.88 2.01
H -1.69 -2.57 -3.98
C 0.55 -0.44 -2.96
C 0.27 -1.73 -2.19
H -1.36 5.82 1.53
C 0.56 2.23 2.08
C 0.85 0.85 2.51
C -0.28 -0.39 -4.25
H 0.04 -1.21 -4.92
C 0.92 -1.24 2.50
H 0.61 -2.58 -2.81
N 0.45 -0.25 1.81
H -0.08 4.97 2.38
H -1.13 1.58 0.96
H 0.82 2.90 2.90
C -1.22 3.73 1.01
H -1.57 -1.04 -1.33
H -1.54 2.24 2.54
H 3.40 -3.09 2.20
C -1.96 -1.72 -3.33
H 3.58 -3.34 0.46
H 0.04 -3.51 -0.12
H -1.51 -2.80 -1.53
C 1.06 -3.12 -0.20
H 0.27 0.41 -2.33
O -1.66 -0.51 -3.99
H 1.20 2.47 1.23
H 3.19 -1.73 1.09
H -3.05 -1.72 -3.19
H -1.76 4.72 2.85
C 3.02 -2.80 1.22
C -0.90 2.38 1.66
H 1.61 -0.35 -3.21
H -0.15 0.56 -4.76
C -1.24 -1.84 -1.99
C 1.04 -1.74 -0.87
H -2.86 4.64 -0.06
H 2.07 -1.43 -1.06
H -0.50 3.89 0.20
H 1.14 -3.23 3.14
H 0.59 -1.02 -0.19
*
```

Computed properties:
Energy above the lowest of the compared OMol25 structures with the same formula, charge and spin: 320.6 kJ/mol
Frontier orbital gap: 9.406 eV
Energy: -25626.96599 eV
HOMO energy: -8.5905 eV
SMILES: CC(C)CCc1noc(CN(C)CCC2CCOCC2)n1

***

# 4
# C16H29N6O3

The ion C16H29N6O3 with charge +1 (ωB97M-V/def2-TZVPD, the OMol25 dataset).

Geometry as ORCA input:
```
! RIJCOSX wB97M-V def2-TZVPD def2/J DEFGRID3
* xyz 1 1
H -0.48 -1.50 -3.97
H -0.58 6.03 1.81
C 0.83 -1.37 0.37
H 0.41 -2.32 -1.98
H -3.03 0.39 -1.25
N 0.30 0.42 -1.16
C 0.26 -3.86 1.87
H -0.88 -3.51 -2.12
H -3.15 -2.65 -1.41
H -1.94 4.92 1.92
N 0.56 1.66 -1.38
C 1.24 4.25 0.76
N 3.38 3.40 -0.03
H -0.55 4.10 -1.43
C 1.53 -3.07 2.11
C -0.85 4.99 1.90
H 1.56 5.29 0.71
H -1.85 0.33 -3.43
H 2.31 -3.50 1.48
O -0.23 -4.37 2.98
H -1.05 -4.87 2.82
C -1.25 -1.65 -3.21
H 1.59 3.84 1.71
H -1.93 4.77 -0.55
N -1.29 -1.95 -0.81
C 1.96 3.48 -0.36
C 1.71 1.02 0.39
O -0.25 -4.00 0.78
H 1.76 3.98 -1.33
H -0.48 5.74 -0.77
H -0.47 4.60 2.84
H -3.79 -0.63 -2.49
H -0.86 0.01 -2.04
C -0.67 -2.44 -2.02
O -1.36 -1.22 1.31
H -0.61 3.15 0.83
H 1.81 -3.19 3.16
C -0.84 4.73 -0.59
H -3.15 -1.60 0.02
H 0.67 -1.12 2.50
C -0.71 -1.56 0.35
H 2.34 -1.11 1.89
H 2.36 0.97 1.23
N -1.69 -0.35 -2.69
N 0.99 -0.01 -0.09
H 1.34 -2.05 -0.31
C 1.43 2.09 -0.45
C -2.71 -1.75 -0.96
C 1.37 -1.58 1.79
C -2.91 -0.51 -1.86
H 3.91 3.07 -0.83
H -2.09 -2.17 -3.67
C -0.29 4.19 0.72
H 3.73 4.31 0.21
*
```

Computed properties:
Energy above the lowest of the compared OMol25 structures with the same formula, charge and spin: 21.2 kJ/mol
Frontier orbital gap: 9.735 eV
Energy: -32140.43120 eV
HOMO energy: -12.0187 eV
SMILES: CC(C)C[C@@H](N)c1cn([C@@H](CCC(=O)O)C(=O)N2CC[NH2+]CC2)nn1

***

# 5
# C16H29NP2PtS3

A structure of composition C16H29NP2PtS3 (ωB97M-V/def2-TZVPD, the OMol25 dataset).

Geometry as ORCA input:
```
! RIJCOSX wB97M-V def2-TZVPD def2/J DEFGRID3
* xyz 0 1
C -1.24 2.34 -1.10
C -2.72 -2.76 -0.29
S 3.41 1.92 -0.47
H -4.97 -0.07 -0.16
H -3.46 -0.45 0.75
C -0.40 0.56 4.30
H -2.25 -1.64 3.49
H -5.03 2.92 0.64
H -0.18 -4.27 -0.20
Pt -0.58 -0.05 0.86
H -5.14 0.38 2.09
S 1.00 1.72 1.25
H -0.98 -2.51 4.34
H 1.79 -2.06 2.68
H 0.07 -2.95 -1.37
H -2.47 -3.45 -1.09
C 1.52 -1.25 3.37
S 1.17 -0.05 -1.00
C -4.08 0.33 0.32
H -1.38 1.03 4.23
H -4.99 1.78 -1.72
C -3.26 1.22 -0.56
H 2.23 -0.44 3.22
C -5.57 2.17 1.21
C -3.94 1.96 -1.54
N -4.63 1.08 1.56
H -0.29 -3.65 2.28
H -2.88 2.21 1.84
C -1.24 -2.06 3.39
H -3.25 -1.92 -0.73
H -3.39 -3.27 0.40
H -0.18 2.50 -0.98
C 1.98 1.20 -0.12
C -1.21 -3.06 2.23
P -1.18 -2.20 0.57
C -3.54 1.59 2.44
H -6.38 1.76 0.61
H -3.98 2.14 3.26
H -1.37 3.86 -2.59
H -5.96 2.60 2.13
P -0.15 -0.64 2.95
C -3.27 2.91 -2.28
C 0.06 -3.21 -0.31
H -2.96 0.74 2.78
H -3.78 3.48 -3.05
C -1.87 1.33 -0.34
H -0.31 0.07 5.28
H 0.35 1.34 4.23
C -1.91 3.11 -2.03
H 1.05 -2.99 0.08
H 1.57 -1.61 4.40
H -2.04 -3.77 2.28
*
```

Computed properties:
Energy above the lowest of the compared OMol25 structures with the same formula, charge and spin: 81.5 kJ/mol
Frontier orbital gap: 5.579 eV
Energy: -72882.95246 eV
HOMO energy: -6.1962 eV

***

# 6
# C16H30AlB4CaClF8K2N5O8S3

A structure of composition C16H30AlB4CaClF8K2N5O8S3 (ωB97M-V/def2-TZVPD, the OMol25 dataset).

Geometry as ORCA input:
```
! RIJCOSX wB97M-V def2-TZVPD def2/J DEFGRID3
* xyz 3 1
H -3.30 3.74 -0.11
H 1.36 0.66 0.17
C -4.77 -4.90 4.72
Ca 2.05 2.36 4.35
S 2.73 -0.80 4.63
O 4.08 1.58 -0.52
C -5.30 -2.46 0.29
N -5.27 -1.78 -0.81
H 1.74 2.86 -1.92
F -0.73 6.33 -0.79
C 1.52 -3.43 -5.30
H -0.84 1.05 0.11
F -1.62 8.29 0.01
F -2.55 -1.17 -4.81
O -5.02 -1.64 1.35
N 1.73 -2.17 -4.73
H -5.15 -3.37 3.34
C -4.56 2.32 0.87
H -0.34 3.99 0.90
Cl 6.08 -2.94 5.00
B -1.49 6.94 0.24
C -2.61 -1.94 -3.72
C -4.86 -0.45 0.77
H 4.10 -1.95 -2.17
H 5.18 -1.50 4.49
C 4.77 -0.06 2.73
H 2.84 0.67 1.73
F -2.77 6.32 0.28
K 4.84 2.04 -3.20
H -5.09 3.12 1.40
C 1.18 1.70 -0.14
C -5.34 -4.43 3.45
H -0.09 2.62 2.02
H -5.15 2.11 -0.03
H -4.87 -4.97 2.63
H 2.71 0.55 4.83
C -3.16 2.76 0.36
C -2.17 2.93 1.51
O -2.04 0.03 -2.11
F -0.84 6.73 1.48
O 3.64 0.23 -2.51
H 4.11 -2.22 3.14
B 4.35 0.34 0.07
H 2.21 -4.63 -6.80
O -0.17 -1.29 -2.94
S -1.54 -1.29 -2.38
H 4.70 0.87 3.29
O 0.69 -4.19 -4.87
B 4.30 -0.79 -1.82
H -2.88 2.02 -0.39
B 3.17 1.21 -1.56
N -4.98 -0.49 -0.53
N -4.32 -5.26 5.70
C 4.33 -1.26 3.73
H -6.41 -4.61 3.43
O 5.10 -0.56 -0.71
H 1.11 1.27 -2.31
C 1.74 1.81 -1.59
Al 4.40 -2.70 -4.02
H 2.41 -1.51 -5.09
F -3.88 -1.99 -3.33
C -0.32 2.00 -0.04
H 3.02 -3.10 -6.74
S -4.51 0.82 1.86
N 2.34 -3.73 -6.37
H -5.50 -3.50 0.45
O -1.71 -2.22 -1.29
K 2.01 -1.77 2.34
H 5.78 -0.29 2.40
H 1.80 2.35 0.50
H 1.13 -1.89 -3.94
H -0.72 2.42 -0.97
H -2.39 3.91 1.95
C -0.68 2.96 1.09
F -2.25 -3.17 -4.08
F 7.61 -2.53 6.52
H 3.34 -1.03 1.36
H -2.26 2.21 2.33
C 3.74 0.01 1.49
*
```

Computed properties:
Energy above the lowest of the compared OMol25 structures with the same formula, charge and spin: 0.0 kJ/mol
Frontier orbital gap: 1.630 eV
Energy: -168040.06738 eV
HOMO energy: -13.9453 eV

***

# 7
# C16H30BMnO14

A structure of composition C16H30BMnO14 (ωB97M-V/def2-TZVPD, the OMol25 dataset).

Geometry as ORCA input:
```
! RIJCOSX wB97M-V def2-TZVPD def2/J DEFGRID3
* xyz 1 6
O 0.42 -4.71 -0.31
O 0.71 2.16 1.96
C 2.58 0.20 -1.12
H 2.69 -0.84 -1.45
H -2.28 -2.16 0.07
C -1.07 1.49 3.39
O -1.47 -4.17 0.85
H 2.39 0.07 2.21
H -1.21 4.41 -0.71
C 2.31 -4.17 -3.06
O 2.44 -4.02 -4.24
C -2.46 2.09 -1.14
C 0.30 -2.52 0.48
H -3.21 -1.61 -1.35
H -3.20 2.86 -1.20
C -3.21 0.95 -0.58
H 3.05 -1.29 1.17
H -2.79 0.05 3.80
O 1.28 -3.71 -2.33
H -3.82 -1.29 0.29
C -0.33 -0.36 -2.79
H 3.78 0.38 1.13
C -0.20 2.60 2.91
Mn -0.25 0.63 0.47
H 3.54 0.70 -1.09
B 1.51 -3.86 -0.93
H -1.80 -1.16 2.80
O -1.67 0.79 2.29
H -1.38 -0.45 -2.48
C -2.91 -1.34 -0.31
O 0.27 0.43 -1.74
C 1.62 0.88 -2.02
H -3.97 0.54 -1.26
H -3.36 -0.35 2.22
C 2.87 -0.23 1.23
H 0.17 -1.31 -2.92
H -0.62 3.34 -2.00
C -2.44 -0.29 2.82
H -0.78 3.41 2.45
O 2.86 -4.38 -0.79
C 3.33 -4.78 -1.99
C -0.40 -3.89 0.40
C 1.70 3.15 1.75
H 2.31 3.30 2.65
H -1.89 1.81 4.07
H 1.64 1.96 -1.80
H 0.32 2.93 3.84
O -2.24 -0.10 -0.37
O 4.40 -5.25 -2.24
H -0.48 0.80 3.93
O -0.11 -1.51 1.05
O 2.02 0.20 0.17
O 1.40 -2.62 -0.18
H 2.31 2.83 0.91
H 0.35 3.51 -0.51
H -3.74 1.10 0.37
H -2.06 1.81 -2.16
C -0.67 3.50 -0.93
O -1.35 2.39 -0.33
H -0.28 0.31 -3.67
H 1.78 0.71 -3.09
H 1.31 4.11 1.38
*
```

Computed properties:
Frontier orbital gap (alpha / beta): 9.079 / 8.900 eV
Energy: -77738.03328 eV
HOMO energy (alpha / beta): -11.6813 / -11.6812 eV

***

# 8
# C16H30BrFN5Tc

A structure of composition C16H30BrFN5Tc (ωB97M-V/def2-TZVPD, the OMol25 dataset).

Geometry as ORCA input:
```
! RIJCOSX wB97M-V def2-TZVPD def2/J DEFGRID3
* xyz 3 4
C 0.08 -2.41 -1.69
H 1.22 -0.34 -1.81
H -1.81 0.82 3.98
H 1.50 -0.41 3.28
H -0.38 0.95 -2.87
H -3.35 1.56 2.36
C -2.81 1.71 0.28
H 1.67 2.39 0.76
H -1.48 3.71 -0.72
H 3.07 0.24 -0.93
C 0.47 1.46 -2.42
H 0.40 1.54 4.40
H 0.55 -4.86 -3.95
C 0.56 -3.06 0.46
H 0.04 2.23 2.84
C 0.20 1.28 3.35
H -2.31 -0.46 1.94
C 0.24 -3.68 -2.19
C 0.78 -4.36 0.07
H -0.43 3.33 -2.74
C -2.46 1.58 1.73
H 0.98 3.47 -1.75
Tc -0.41 -0.05 0.21
N 1.44 0.37 1.33
F -1.94 -0.81 -0.57
C -0.77 2.89 -0.65
H 2.68 1.88 -1.42
C 1.43 0.57 2.83
H -3.45 0.89 -0.05
C 0.63 -4.67 -1.27
C -0.03 -4.00 -3.63
H 0.23 -3.16 -4.28
C 2.20 1.45 0.63
C 2.34 1.04 -0.81
C -1.04 0.41 3.32
H -1.08 -4.23 -3.77
H 2.35 1.11 3.09
H -0.20 3.04 0.26
H 0.79 -5.68 -1.61
H -1.84 2.42 2.06
Br 0.57 -2.66 2.30
N -1.66 0.32 1.95
H -1.83 1.30 -1.43
H -0.83 -0.60 3.66
H -0.27 -1.62 -2.35
N 0.26 -2.06 -0.38
N -1.53 1.61 -0.51
H 1.22 1.55 -3.20
H 1.98 -0.49 1.19
C 0.10 2.85 -1.91
H -3.31 2.65 0.05
H 3.18 1.56 1.10
H 1.04 -5.12 0.79
N 1.02 0.55 -1.35
*
```

Computed properties:
Frontier orbital gap (alpha / beta): 7.743 / 6.641 eV
Energy: -99462.38271 eV
HOMO energy (alpha / beta): -18.6748 / -18.6768 eV

***

Q: Number 2 is which compound?
A: C16H29N2O

***

Repeat the sixth record exactly.
# C16H30AlB4CaClF8K2N5O8S3

A structure of composition C16H30AlB4CaClF8K2N5O8S3 (ωB97M-V/def2-TZVPD, the OMol25 dataset).

Geometry as ORCA input:
```
! RIJCOSX wB97M-V def2-TZVPD def2/J DEFGRID3
* xyz 3 1
H -3.30 3.74 -0.11
H 1.36 0.66 0.17
C -4.77 -4.90 4.72
Ca 2.05 2.36 4.35
S 2.73 -0.80 4.63
O 4.08 1.58 -0.52
C -5.30 -2.46 0.29
N -5.27 -1.78 -0.81
H 1.74 2.86 -1.92
F -0.73 6.33 -0.79
C 1.52 -3.43 -5.30
H -0.84 1.05 0.11
F -1.62 8.29 0.01
F -2.55 -1.17 -4.81
O -5.02 -1.64 1.35
N 1.73 -2.17 -4.73
H -5.15 -3.37 3.34
C -4.56 2.32 0.87
H -0.34 3.99 0.90
Cl 6.08 -2.94 5.00
B -1.49 6.94 0.24
C -2.61 -1.94 -3.72
C -4.86 -0.45 0.77
H 4.10 -1.95 -2.17
H 5.18 -1.50 4.49
C 4.77 -0.06 2.73
H 2.84 0.67 1.73
F -2.77 6.32 0.28
K 4.84 2.04 -3.20
H -5.09 3.12 1.40
C 1.18 1.70 -0.14
C -5.34 -4.43 3.45
H -0.09 2.62 2.02
H -5.15 2.11 -0.03
H -4.87 -4.97 2.63
H 2.71 0.55 4.83
C -3.16 2.76 0.36
C -2.17 2.93 1.51
O -2.04 0.03 -2.11
F -0.84 6.73 1.48
O 3.64 0.23 -2.51
H 4.11 -2.22 3.14
B 4.35 0.34 0.07
H 2.21 -4.63 -6.80
O -0.17 -1.29 -2.94
S -1.54 -1.29 -2.38
H 4.70 0.87 3.29
O 0.69 -4.19 -4.87
B 4.30 -0.79 -1.82
H -2.88 2.02 -0.39
B 3.17 1.21 -1.56
N -4.98 -0.49 -0.53
N -4.32 -5.26 5.70
C 4.33 -1.26 3.73
H -6.41 -4.61 3.43
O 5.10 -0.56 -0.71
H 1.11 1.27 -2.31
C 1.74 1.81 -1.59
Al 4.40 -2.70 -4.02
H 2.41 -1.51 -5.09
F -3.88 -1.99 -3.33
C -0.32 2.00 -0.04
H 3.02 -3.10 -6.74
S -4.51 0.82 1.86
N 2.34 -3.73 -6.37
H -5.50 -3.50 0.45
O -1.71 -2.22 -1.29
K 2.01 -1.77 2.34
H 5.78 -0.29 2.40
H 1.80 2.35 0.50
H 1.13 -1.89 -3.94
H -0.72 2.42 -0.97
H -2.39 3.91 1.95
C -0.68 2.96 1.09
F -2.25 -3.17 -4.08
F 7.61 -2.53 6.52
H 3.34 -1.03 1.36
H -2.26 2.21 2.33
C 3.74 0.01 1.49
*
```

Computed properties:
Energy above the lowest of the compared OMol25 structures with the same formula, charge and spin: 0.0 kJ/mol
Frontier orbital gap: 1.630 eV
Energy: -168040.06738 eV
HOMO energy: -13.9453 eV